Entry 1:
C42H50N7O2Sb2Y | wB97M-V/def2-TZVPD

Positions of all 104 atoms, in Å:
Y: 0.38 -0.06 0.20
O: 1.51 1.11 1.65
C: 2.40 1.03 2.58
C: 2.59 2.11 3.48
C: 3.52 2.04 4.49
C: 4.33 0.91 4.66
C: 4.18 -0.14 3.78
C: 3.24 -0.10 2.74
C: 3.23 -1.21 1.82
N: 2.43 -1.41 0.84
C: 2.73 -2.58 0.01
C: 1.75 -2.68 -1.16
N: 1.50 -1.33 -1.64
C: 2.14 -0.93 -2.68
C: 2.25 0.43 -3.14
C: 2.96 0.66 -4.34
C: 3.26 1.93 -4.76
C: 2.88 3.01 -3.95
C: 2.19 2.82 -2.78
C: 1.82 1.52 -2.34
O: 1.15 1.36 -1.26
H: 1.96 2.98 3.35
H: 3.63 2.88 5.16
H: 5.06 0.87 5.46
H: 4.81 -1.02 3.87
H: 4.03 -1.95 1.99
H: 2.68 -3.50 0.60
H: 3.74 -2.49 -0.39
H: 0.80 -3.09 -0.83
H: 2.15 -3.33 -1.94
H: 2.71 -1.67 -3.25
H: 3.28 -0.20 -4.92
H: 3.81 2.09 -5.68
H: 3.14 4.02 -4.26
H: 1.91 3.65 -2.15
C: 1.15 0.50 6.85
C: 0.42 0.34 5.55
C: -0.33 1.38 5.01
C: -0.96 1.25 3.78
C: -0.89 0.06 3.04
N: -1.46 -0.07 1.76
C: -2.81 0.05 1.66
C: -3.66 0.33 2.77
C: -4.99 0.63 2.64
C: -5.61 0.69 1.40
C: -7.05 1.09 1.23
C: -4.84 0.30 0.32
C: -3.50 -0.08 0.43
N: -2.93 -0.69 -0.75
C: -3.66 -1.19 -1.77
C: -2.81 -1.84 -2.63
C: -1.56 -1.72 -2.04
N: -1.63 -1.04 -0.89
C: -0.15 -0.97 3.60
C: 0.51 -0.83 4.82
N: -0.13 -2.26 2.98
C: -0.16 -3.44 3.64
C: -0.15 -4.44 2.70
C: -0.12 -3.76 1.48
N: -0.10 -2.44 1.65
H: 0.76 1.35 7.42
H: 1.04 -0.40 7.47
H: 2.21 0.66 6.68
H: -0.42 2.31 5.55
H: -1.54 2.07 3.38
H: -3.22 0.31 3.75
H: -5.57 0.86 3.54
H: -7.37 1.73 2.05
H: -7.20 1.64 0.30
H: -7.71 0.22 1.21
H: -5.31 0.32 -0.66
H: -4.72 -1.10 -1.82
H: -3.07 -2.34 -3.55
H: -0.61 -2.07 -2.39
H: 1.12 -1.65 5.18
H: -0.23 -3.47 4.72
H: -0.19 -5.50 2.87
H: -0.15 -4.19 0.49
C: -3.39 3.47 0.53
Sb: -1.34 2.98 0.12
C: -1.20 4.35 -1.53
C: -0.45 4.33 1.53
H: -3.52 4.55 0.57
H: -3.70 3.02 1.47
H: -4.01 3.06 -0.27
H: -1.44 5.36 -1.20
H: -1.91 4.06 -2.31
H: -0.20 4.33 -1.95
H: -0.97 5.29 1.52
H: 0.59 4.47 1.24
H: -0.48 3.91 2.53
C: -0.53 2.85 -5.15
Sb: -1.45 1.32 -3.94
C: -3.40 1.65 -4.80
C: -0.91 -0.25 -5.31
H: -1.05 2.92 -6.10
H: 0.51 2.58 -5.31
H: -0.57 3.81 -4.63
H: -3.34 1.62 -5.89
H: -3.76 2.63 -4.48
H: -4.10 0.89 -4.45
H: -1.03 0.09 -6.34
H: -1.54 -1.12 -5.15
H: 0.13 -0.53 -5.13

Calculated values
energy = -73013.061 eV
charge = 0
gap between HOMO and LUMO = 6.8770 eV
LUMO level = 0.302 eV

Atom charges from the Mulliken analysis, given in e for atoms 1 to 99: 0.83 0.76 -0.24 -0.68 -0.51 -0.92 -0.77 0.86 -0.93 0.46 -1.30 -0.81 0.94 -1.18 1.12 -0.43 -0.94 -0.76 -0.85 -0.38 0.66 0.36 0.45 0.40 0.39 0.26 0.58 0.62 -0.18 0.68 0.19 0.39 0.37 0.41 0.42 -1.59 0.72 -1.64 0.08 -1.45 1.89 0.48 -1.20 -1.17 0.34 -1.87 -0.53 0.55 0.04 -0.22 -1.50 -0.72 1.13 0.56 -0.45 0.43 -0.20 -1.52 -0.36 0.32 0.39 0.38 0.22 0.35 1.10 0.38 0.36 0.41 0.38 0.32 0.27 0.47 0.55 0.20 0.53 0.54 0.44 0.48 -1.33 0.40 -0.98 -1.39 0.60 0.32 0.32 0.52 0.23 0.16 0.53 0.37 0.31 -1.26 0.23 -1.44 -1.29 0.53 0.31 0.33 0.41

***

Entry 2:
C42H50N8Si | wB97M-V/def2-TZVPD

Positions of all 101 atoms, in Å:
H: -2.09 -1.43 -0.91
N: -2.38 -1.02 -0.02
C: -1.75 0.04 0.24
C: -2.09 0.79 1.50
C: -0.70 0.64 -0.65
Si: 1.05 0.61 0.12
C: 1.71 2.28 0.64
C: 1.07 -0.47 1.68
C: 0.93 -1.97 1.51
C: 2.04 -2.74 1.47
H: -1.95 0.12 2.35
H: -3.14 1.08 1.46
H: -1.46 1.66 1.67
H: -0.64 0.05 -1.57
H: -0.99 1.66 -0.93
H: 1.95 0.09 -0.93
H: 1.03 2.77 1.34
H: 2.63 2.09 1.19
H: 1.97 2.93 -0.20
H: 2.08 -0.32 2.07
H: 0.37 -0.12 2.43
H: -0.06 -2.41 1.39
H: 2.21 -3.57 2.14
H: 2.82 -2.46 0.76
C: 6.03 -1.62 4.90
C: 5.83 -1.17 3.61
C: 4.57 -0.73 3.25
N: 3.52 -0.73 4.07
C: 3.72 -1.16 5.31
C: 4.95 -1.62 5.78
H: 7.00 -1.97 5.23
H: 6.64 -1.16 2.89
H: 4.38 -0.37 2.24
H: 2.86 -1.15 5.96
H: 5.05 -1.96 6.80
C: 2.07 -3.72 -3.38
C: 1.90 -3.05 -2.18
C: 0.63 -2.64 -1.82
N: -0.45 -2.84 -2.57
C: -0.28 -3.49 -3.72
C: 0.95 -3.95 -4.17
H: 3.04 -4.06 -3.69
H: 2.75 -2.85 -1.53
H: 0.45 -2.11 -0.89
H: -1.18 -3.65 -4.31
H: 1.03 -4.48 -5.11
C: -2.56 3.99 -5.07
C: -1.57 3.13 -4.61
C: -1.12 3.27 -3.31
N: -1.59 4.19 -2.47
C: -2.54 5.01 -2.92
C: -3.06 4.95 -4.20
H: -2.94 3.91 -6.08
H: -1.16 2.36 -5.25
H: -0.35 2.62 -2.92
H: -2.90 5.75 -2.21
H: -3.83 5.64 -4.51
C: -0.99 -9.12 -3.09
C: -1.03 -7.75 -2.84
C: 0.10 -7.00 -3.13
N: 1.22 -7.51 -3.63
C: 1.24 -8.82 -3.86
C: 0.17 -9.66 -3.61
H: -1.85 -9.74 -2.88
H: -1.92 -7.28 -2.44
H: 0.11 -5.93 -2.95
H: 2.17 -9.21 -4.26
H: 0.25 -10.72 -3.82
C: -2.40 6.30 3.40
C: -2.56 5.22 4.25
C: -2.83 3.97 3.70
N: -2.96 3.76 2.40
C: -2.81 4.80 1.59
C: -2.53 6.09 2.03
H: -2.19 7.28 3.79
H: -2.47 5.33 5.32
H: -2.96 3.10 4.34
H: -2.91 4.60 0.52
H: -2.41 6.90 1.33
C: -6.61 2.45 2.32
C: -6.18 3.25 3.37
C: -7.06 3.50 4.41
N: -8.30 3.02 4.46
C: -8.70 2.26 3.45
C: -7.90 1.94 2.36
H: -5.95 2.23 1.49
H: -5.19 3.66 3.37
H: -6.76 4.11 5.25
H: -9.72 1.88 3.51
H: -8.28 1.32 1.57
C: 6.76 1.20 -2.81
C: 6.04 2.27 -2.29
C: 4.92 1.99 -1.52
N: 4.50 0.75 -1.25
C: 5.20 -0.26 -1.76
C: 6.34 -0.09 -2.54
H: 7.64 1.38 -3.42
H: 6.33 3.29 -2.48
H: 4.33 2.79 -1.09
H: 4.84 -1.25 -1.53
H: 6.87 -0.95 -2.93

Calculated values
SMILES = [H]/N=C(/C)C[Si@@H](C)CC=C.c1ccncc1.c1ccncc1.c1ccncc1.c1ccncc1.c1ccncc1.c1ccncc1.c1ccncc1
energy = -64160.129 eV
charge = 0
gap between HOMO and LUMO = 8.1475 eV
LUMO level = 0.657 eV

Atom charges from the Mulliken analysis, given in e for atoms 1 to 99: 0.33 -0.79 0.31 -0.92 0.03 0.08 -1.22 0.91 -0.50 -0.83 0.25 0.24 0.11 0.62 0.23 -0.22 0.45 0.29 0.27 -0.68 0.50 0.47 0.28 0.09 -0.17 -0.81 -0.03 -0.22 -0.27 -0.47 0.38 0.37 0.42 0.37 0.36 -0.49 -0.11 -0.14 -0.34 -0.48 -0.50 0.43 0.26 0.35 0.43 0.37 -0.11 -0.87 0.05 -0.35 -0.05 -0.58 0.38 0.36 0.50 0.34 0.35 -0.37 -0.59 0.13 -0.37 -0.28 -0.33 0.37 0.39 0.34 0.35 0.36 -0.31 -0.63 -0.33 -0.01 -0.41 -0.45 0.38 0.41 0.50 0.46 0.39 -0.37 0.19 -0.36 -0.57 -0.23 -0.45 0.39 0.30 0.37 0.34 0.36 -0.18 -0.73 -0.06 -0.02 0.03 -0.76 0.38 0.40 0.31